Record 1
C24H31N3P2Ru | the ωB97M-V functional and the def2-TZVPD basis

Positions of all 61 atoms, in Å:
C  2.039  -2.705  -3.647
C  1.399  -1.566  -3.192
C  0.011  -1.585  -3.117
C  -0.737  -2.667  -3.566
C  -0.041  -3.811  -4.081
C  1.328  -3.816  -4.095
C  -2.134  -2.545  -3.513
C  -2.776  -1.303  -3.417
C  -2.014  -0.200  -3.064
C  -2.494  1.102  -3.104
C  -3.846  1.284  -3.320
C  -4.677  0.201  -3.611
C  -4.161  -1.068  -3.710
H  3.117  -2.735  -3.622
H  -0.571  -4.682  -4.458
H  1.865  -4.672  -4.479
H  -2.766  -3.456  -3.415
H  -4.244  2.286  -3.233
H  -5.732  0.388  -3.780
H  -4.812  -1.870  -4.054
N  -0.631  -0.348  -2.876
Ru  -0.119  0.480  -0.025
C  2.135  -0.368  -2.704
H  1.884  0.519  -3.303
H  3.210  -0.562  -2.828
C  -1.548  2.229  -2.865
H  -0.702  2.214  -3.573
H  -2.100  3.169  -3.018
P  1.823  0.004  -0.908
P  -0.892  2.184  -1.128
C  -2.375  2.791  -0.222
H  -2.354  2.399  0.803
H  -2.376  3.890  -0.207
H  -3.286  2.435  -0.720
C  0.105  3.719  -1.219
H  -0.571  4.573  -1.371
H  0.661  3.849  -0.284
H  0.814  3.652  -2.054
C  2.741  -1.383  -0.136
H  3.741  -1.479  -0.584
H  2.825  -1.175  0.939
H  2.165  -2.304  -0.288
C  3.078  1.320  -0.706
H  3.125  1.588  0.356
H  4.057  0.934  -1.025
H  2.811  2.203  -1.298
H  -0.363  0.125  -3.848
H  0.126  -1.103  -0.212
N  0.332  3.207  2.073
C  0.058  2.023  2.734
C  0.088  1.992  4.142
C  -0.157  0.790  4.791
C  -0.382  -0.356  4.024
C  -0.366  -0.265  2.642
N  -0.171  0.907  2.000
H  -0.364  3.500  1.388
H  0.560  3.977  2.691
H  0.262  2.936  4.657
H  -0.176  0.745  5.876
H  -0.562  -1.331  4.472
H  -0.497  -1.104  1.950

Kohn-Sham gap (spin up / spin down) (eV): 4.57 / 5.44
Total energy (eV): -51004.3179
Expectation value of S²: 6.06
Total charge: +2
Multiplicity: 5


Record 2
C24H31N5O5 | the ωB97M-V functional and the def2-TZVPD basis

Positions of all 65 atoms, in Å:
C  -8.278  -1.403  -1.071
C  -6.866  -1.532  -0.588
C  -6.294  -2.777  -0.374
C  -4.982  -2.910  0.070
C  -4.406  -4.271  0.316
C  -4.227  -1.767  0.283
C  -4.779  -0.508  0.061
C  -4.011  0.742  0.292
O  -4.541  1.795  0.620
N  -2.673  0.639  0.117
C  -1.809  1.784  0.307
C  -1.874  2.732  -0.917
C  -2.090  4.175  -0.469
N  -3.294  4.366  0.094
O  -1.254  5.043  -0.604
C  -0.395  1.378  0.635
C  0.630  2.338  0.596
C  1.923  2.011  0.901
C  2.300  0.701  1.277
N  3.565  0.387  1.599
C  4.716  1.231  1.427
C  5.145  1.393  -0.056
N  5.762  0.261  -0.693
C  4.921  -0.903  -0.896
C  5.626  -1.827  -1.893
O  6.894  -2.215  -1.419
C  7.702  -1.088  -1.177
C  7.049  -0.144  -0.163
C  1.257  -0.262  1.322
N  1.471  -1.617  1.642
O  2.600  -1.991  1.968
O  0.528  -2.389  1.570
C  -0.063  0.103  1.015
C  -6.098  -0.398  -0.360
H  -8.844  -2.310  -0.868
H  -8.773  -0.562  -0.591
H  -8.289  -1.228  -2.147
H  -6.882  -3.668  -0.543
H  -4.977  -4.788  1.085
H  -3.371  -4.206  0.638
H  -4.453  -4.871  -0.592
H  -3.219  -1.869  0.658
H  -2.296  -0.168  -0.352
H  -2.220  2.317  1.176
H  -0.964  2.668  -1.513
H  -2.721  2.444  -1.541
H  -3.917  3.585  0.275
H  -3.524  5.272  0.466
H  0.395  3.357  0.326
H  2.676  2.780  0.865
H  3.714  -0.589  1.842
H  5.536  0.790  1.995
H  4.517  2.224  1.840
H  5.857  2.222  -0.108
H  4.264  1.660  -0.647
H  3.959  -0.586  -1.303
H  4.752  -1.467  0.036
H  5.058  -2.748  -2.035
H  5.730  -1.305  -2.856
H  8.652  -1.469  -0.798
H  7.872  -0.541  -2.116
H  7.676  0.739  -0.026
H  6.958  -0.675  0.800
H  -0.807  -0.672  1.110
H  -6.515  0.587  -0.508

Kohn-Sham gap (eV): 7.51
Total energy (eV): -43078.0022
ΔE to the lowest compared entry with this formula, charge and spin (kcal per mole): 67.7
Total charge: 0
Multiplicity: 1


Record 3
C24H31N5Os | the ωB97M-V functional and the def2-TZVPD basis

Positions of all 61 atoms, in Å:
Os  0.631  -0.037  0.226
N  -0.333  -1.855  -0.107
C  0.567  -3.045  -0.190
C  1.823  -2.614  -0.912
N  2.342  -1.362  -0.312
C  3.205  -1.534  0.890
C  2.392  -1.603  2.171
N  1.422  -0.478  2.189
H  -0.834  -1.801  -0.992
H  -1.041  -2.010  0.606
H  0.766  -3.395  0.819
H  0.080  -3.861  -0.723
H  2.569  -3.411  -0.917
H  1.575  -2.384  -1.951
H  2.920  -0.915  -1.016
H  3.838  -2.419  0.794
H  3.863  -0.663  0.929
H  1.829  -2.529  2.237
H  3.057  -1.572  3.035
H  0.714  -0.629  2.902
H  1.906  0.368  2.487
C  -2.028  0.461  -4.664
C  -0.866  0.572  -3.741
C  0.425  0.992  -3.946
C  1.065  0.928  -2.696
N  0.218  0.467  -1.777
N  -0.951  0.232  -2.432
C  2.464  1.325  -2.369
H  -1.799  0.951  -5.606
H  -2.917  0.930  -4.242
H  -2.260  -0.584  -4.873
H  0.849  1.337  -4.873
H  -1.804  0.155  -1.901
H  2.636  2.361  -2.660
H  3.188  0.716  -2.913
H  2.664  1.244  -1.299
C  -0.617  1.168  1.043
C  -1.309  1.928  1.752
C  -2.079  2.760  2.510
C  -1.602  4.123  2.746
C  -1.823  4.756  3.975
C  -1.322  6.026  4.200
C  -0.618  6.683  3.201
C  -0.396  6.064  1.975
C  -0.869  4.786  1.753
C  -3.340  2.288  3.063
C  -3.551  0.917  3.274
C  -4.740  0.466  3.806
C  -5.748  1.374  4.117
C  -5.568  2.730  3.881
C  -4.372  3.189  3.361
H  -2.351  4.239  4.765
H  -1.483  6.504  5.157
H  -0.239  7.681  3.376
H  0.142  6.585  1.194
H  -0.714  4.303  0.797
H  -2.758  0.219  3.035
H  -4.890  -0.590  3.986
H  -6.679  1.020  4.540
H  -6.364  3.429  4.098
H  -4.250  4.241  3.143

Kohn-Sham gap (eV): 6.63
Total energy (eV): -35294.2122
ΔE to the lowest compared entry with this formula, charge and spin (kcal per mole): 0.0
Total charge: +2
Multiplicity: 1


Q: The lowest total charge belongs to which entry?
A: C24H31N5O5